Record 1
C29H60N5O7P | ωB97M-V with the def2-TZVPD basis set

```
102
Properties=species:S:1:pos:R:3:lowdin_charge:R:1
C -5.69 -1.02 4.77 -0.121
C -5.13 -1.70 3.40 -0.214
C -5.07 -0.48 2.32 -0.292
O -4.58 -1.06 1.08 -0.525
P -2.94 -0.59 0.73 0.861
C -1.15 -0.22 0.21 -0.400
O -0.49 0.83 0.96 -0.197
C -0.61 0.66 2.37 -0.187
C -1.51 1.70 3.14 0.049
C -1.70 1.66 4.70 -0.189
C -2.58 2.75 5.50 -0.097
C -1.00 0.54 5.57 -0.031
C -0.12 -0.48 4.79 -0.018
C 0.07 -0.42 3.23 -0.097
C 1.05 -1.51 2.58 -0.336
C 0.69 -2.94 3.29 -0.107
C 2.61 -1.17 2.91 -0.089
H -5.55 -1.76 5.63 0.071
H -6.79 -0.76 4.57 0.074
H -5.09 -0.05 4.89 0.066
H -5.83 -2.54 3.02 0.107
H -4.05 -2.06 3.50 0.095
H -6.12 -0.03 2.14 0.134
H -4.33 0.30 2.72 0.087
H -3.09 -1.30 -0.53 0.043
H -3.30 0.79 0.84 0.063
H -2.50 -1.36 1.87 0.053
H -0.58 -1.21 0.15 0.092
H -1.20 0.17 -0.89 0.098
H -2.06 2.54 2.57 0.068
H -3.53 2.32 5.95 0.071
H -1.96 3.16 6.39 0.080
H -2.79 3.68 4.85 0.060
H -1.15 0.54 6.70 0.091
H 0.40 -1.28 5.43 0.095
H 0.99 -1.59 1.44 0.112
H -0.42 -3.03 3.55 0.078
H 1.01 -3.77 2.57 0.081
H 1.29 -3.09 4.25 0.068
H 3.23 -1.81 2.17 0.083
H 2.86 -0.07 2.64 0.086
H 2.89 -1.43 3.99 0.075
C 1.20 1.62 -1.18 -0.072
N 1.61 2.29 -2.40 -0.193
C 2.02 3.67 -2.33 -0.049
C 1.63 1.65 -3.61 -0.350
O 1.96 2.16 -4.67 0.000
H 0.34 2.14 -0.76 0.085
H 2.03 1.63 -0.47 0.097
H 0.92 0.58 -1.38 0.069
H 1.38 4.27 -2.98 0.091
H 3.05 3.76 -2.69 0.090
H 1.96 4.04 -1.31 0.086
H 1.30 0.60 -3.55 0.129
C 6.31 -0.20 -3.62 -0.063
N 5.05 -0.81 -3.24 -0.190
C 4.30 -1.55 -4.24 -0.035
C 4.54 -0.70 -1.98 -0.349
O 3.49 -1.19 -1.60 -0.014
H 6.13 0.51 -4.43 0.093
H 6.99 -0.98 -3.96 0.056
H 6.76 0.32 -2.77 0.084
H 3.31 -1.09 -4.36 0.083
H 4.16 -2.57 -3.90 0.092
H 4.82 -1.54 -5.19 0.085
H 5.19 -0.12 -1.30 0.129
C -5.28 -2.81 -1.07 -0.087
N -6.16 -3.88 -1.47 -0.202
C -6.08 -4.39 -2.83 -0.051
C -7.07 -4.43 -0.62 -0.343
O -7.84 -5.33 -0.89 0.004
H -5.46 -1.94 -1.71 0.095
H -4.24 -3.14 -1.19 0.078
H -5.45 -2.53 -0.03 0.052
H -7.05 -4.27 -3.32 0.091
H -5.84 -5.46 -2.80 0.091
H -5.31 -3.86 -3.39 0.085
H -7.05 -3.97 0.39 0.129
C -2.98 7.50 3.04 -0.059
N -3.57 6.26 2.58 -0.200
C -4.98 6.25 2.24 -0.042
C -2.85 5.11 2.47 -0.341
O -3.29 4.04 2.10 -0.016
H -3.50 7.84 3.94 0.090
H -3.09 8.26 2.25 0.090
H -1.92 7.37 3.26 0.086
H -5.50 5.52 2.87 0.094
H -5.09 5.94 1.19 0.095
H -5.42 7.23 2.37 0.088
H -1.80 5.24 2.76 0.139
C 10.41 -3.02 -7.18 -0.062
N 9.28 -2.55 -6.41 -0.203
C 8.95 -3.21 -5.16 -0.044
C 8.51 -1.50 -6.82 -0.323
O 7.54 -1.06 -6.22 0.001
H 10.24 -4.07 -7.45 0.090
H 11.31 -2.94 -6.57 0.090
H 10.53 -2.43 -8.09 0.085
H 7.93 -3.61 -5.22 0.095
H 9.00 -2.48 -4.34 0.088
H 9.65 -4.03 -4.96 0.088
H 8.84 -1.07 -7.78 0.133
```

Values from the calculation:
LUMO = 0.54 eV
charge = 0
Kohn-Sham gap = 8.613 eV
HOMO = -8.07 eV

Record 2
C29H61HfN5O19 | ωB97M-V with the def2-TZVPD basis set

```
115
Properties=species:S:1:pos:R:3:lowdin_charge:R:1
Hf -0.81 -0.46 -0.56 1.927
C 3.05 -5.63 3.61 0.038
C 1.87 -6.02 2.72 -0.457
O 1.11 -5.10 2.38 -0.017
N 1.72 -7.28 2.27 0.041
H 2.33 -7.93 2.72 0.141
H 0.06 -4.51 1.37 0.090
C 0.69 -7.71 1.32 -0.035
H 2.73 -4.77 4.24 0.107
H 3.86 -5.32 2.92 0.102
H 3.44 -6.40 4.17 0.050
H 1.08 -8.38 0.58 0.082
H 0.48 -6.82 0.67 0.102
H -0.25 -8.10 1.73 0.080
C 2.77 3.44 1.83 0.054
C 2.02 3.53 0.57 -0.444
O 2.33 3.79 -0.55 0.175
N 0.65 3.11 0.69 0.059
H 0.34 2.62 -0.23 0.154
H 0.63 2.43 1.42 0.131
C -0.38 4.22 0.91 0.047
H 2.29 4.11 2.57 0.121
H 3.78 3.73 1.88 0.093
H 2.57 2.47 2.20 0.074
H -0.27 4.92 0.07 0.109
H -0.23 4.64 1.90 0.081
H -1.37 3.71 0.93 0.099
C -2.81 7.12 2.26 0.019
C -2.77 6.02 3.41 -0.495
O -1.84 5.24 3.51 0.025
N -3.91 6.09 4.19 0.006
H -4.48 6.91 4.03 0.123
H -0.23 -8.44 5.10 0.122
C -4.43 5.13 5.16 -0.073
H -3.85 7.29 1.98 0.072
H -2.27 6.68 1.43 0.059
H -2.36 7.99 2.68 0.069
H -4.79 4.17 4.75 0.087
H -5.31 5.59 5.58 0.074
H -3.82 4.83 6.00 0.081
C 0.62 -3.67 -6.42 0.086
C 1.30 -2.54 -5.61 -0.326
O 0.80 -2.17 -4.50 0.181
N 2.48 -2.07 -5.97 0.108
H -0.13 -2.31 -4.31 0.075
H 2.92 -2.37 -6.81 0.158
C 3.22 -1.25 -4.95 -0.005
H -0.37 -3.69 -5.97 0.085
H 1.03 -4.60 -6.22 0.079
H 0.53 -3.33 -7.41 0.095
H 4.34 -1.09 -5.24 0.135
H 3.36 -1.82 -4.00 0.104
H 2.80 -0.32 -4.81 0.054
C 1.77 3.94 -8.65 -0.010
C 2.28 3.14 -7.48 -0.573
O 2.74 2.03 -7.54 0.054
N 2.29 3.90 -6.36 -0.014
H 3.23 2.55 5.89 0.108
H 2.51 3.33 -5.60 0.104
C 1.98 5.24 -6.09 -0.110
H 1.73 3.37 -9.60 0.094
H 2.37 4.87 -8.85 0.099
H 0.80 4.34 -8.42 0.076
H 0.88 5.35 -5.77 0.101
H 2.21 5.93 -6.94 0.101
H 2.48 5.59 -5.19 0.083
C -0.57 2.68 -3.34 0.032
C -0.68 1.56 -2.39 -0.646
O 0.29 1.22 -1.64 -0.115
O -1.71 0.86 -2.26 -0.029
H -0.89 3.64 -2.92 0.101
H -1.06 2.49 -4.32 0.116
H 0.47 2.87 -3.59 0.083
C 0.29 2.18 6.71 0.009
C 1.48 1.86 5.88 -0.580
O 2.58 2.28 6.52 0.123
O 1.46 1.45 4.74 0.066
H 0.43 2.14 7.78 0.086
H -0.64 1.64 6.42 0.101
H -0.04 3.16 6.33 0.104
C -0.57 -2.94 3.25 0.051
C -0.67 -2.81 1.82 -0.469
O -1.08 -1.71 1.30 -0.082
O -0.54 -3.78 0.98 0.157
H -0.55 -3.93 3.57 0.044
H -1.30 -2.27 3.70 0.131
H 0.31 -2.49 3.57 0.096
C -3.75 -1.71 -2.71 0.027
C -2.27 -1.95 -3.05 -0.558
O -1.90 -2.36 -4.14 0.051
O -1.42 -1.83 -2.02 -0.188
H -3.94 -1.42 -1.77 -0.003
H -4.33 -2.64 -2.92 0.109
H -4.17 -0.92 -3.44 0.127
C 3.27 -0.64 0.29 0.051
C 1.75 -0.52 0.15 -0.674
O 1.09 -1.33 -0.61 -0.127
O 1.18 0.35 0.77 -0.012
H 3.75 -1.20 -0.47 0.062
H 3.44 -1.21 1.30 0.138
H 3.62 0.36 0.43 0.070
C -2.11 -7.52 4.06 0.006
C -1.12 -6.69 4.87 -0.557
O -1.24 -5.54 5.15 0.111
O -0.10 -7.49 5.29 0.080
H -1.85 -8.57 3.85 0.086
H -2.28 -6.99 3.08 0.104
H -3.01 -7.49 4.62 0.077
C -4.21 1.43 0.72 0.031
C -2.92 0.77 0.39 -0.632
O -1.75 1.30 0.46 -0.109
O -3.06 -0.35 -0.20 -0.099
H -4.00 2.43 1.16 0.088
H -4.81 0.79 1.38 0.110
H -4.68 1.57 -0.33 0.138
```

Values from the calculation:
LUMO = -3.64 eV
charge = +2
Kohn-Sham gap = 9.242 eV
HOMO = -12.88 eV